A | Computed, not measured: a 2-piece molecular cluster, C13H19N overall, with ωB97M-V/def2-TZVPD.

Results
HOMO-LUMO gap, eV: 8.8
Charge: 0
SMILES string: Cc1c[nH]c2ccccc12.CC(C)C

The geometry in XYZ format:
```
33
C13H19N (ωB97M-V/def2-TZVPD)
C -1.134 1.175 -2.708
C 0.905 0.048 -1.691
C -0.148 0.962 -1.696
C 1.570 0.242 -0.446
C -0.116 1.754 -0.563
C 2.323 -1.913 -2.136
C 3.024 -1.574 -0.947
C 1.286 -1.089 -2.512
C 2.741 -0.506 -0.165
N 1.020 1.272 0.207
H 2.628 -2.711 -2.781
H 3.896 -2.223 -0.736
H 0.856 -1.262 -3.539
H 3.505 -0.294 0.568
H -0.693 1.885 -3.479
H -2.033 1.710 -2.173
H -0.462 2.685 -0.377
H 1.098 1.539 1.084
H -1.437 0.303 -3.334
C -2.230 -0.119 2.319
C -3.360 -1.123 2.570
C -2.548 1.333 2.714
C -0.984 -0.659 2.967
H -2.141 -0.203 1.149
H -3.538 -1.654 1.675
H -4.140 -0.584 2.921
H -2.924 1.215 3.808
H -1.453 1.751 2.588
H -3.282 1.935 2.181
H 0.062 -0.226 2.400
H -0.899 -0.235 4.059
H -1.060 -1.773 3.051
H -3.100 -1.943 3.246
```

=====

B | Computed, not measured: a 2-piece molecular cluster, C13H19N overall, with ωB97M-V/def2-TZVPD.

Results
HOMO-LUMO gap, eV: 8.8
Charge: 0
SMILES string: Cc1c[nH]c2ccccc12.CC(C)C

The geometry in XYZ format:
```
33
C13H19N (ωB97M-V/def2-TZVPD)
C -3.760 -1.012 -1.455
C -2.412 0.281 0.328
C -2.894 0.071 -1.046
C -1.393 1.262 0.218
C -2.386 1.107 -1.829
C -2.404 0.250 2.630
C -1.308 1.192 2.587
C -2.869 -0.351 1.524
C -0.817 1.721 1.433
N -1.316 1.796 -1.112
H -2.775 0.030 3.540
H -0.835 1.313 3.493
H -3.639 -1.246 1.516
H -0.055 2.628 1.506
H -4.624 -0.730 -2.160
H -4.406 -1.444 -0.735
H -2.664 1.290 -2.945
H -0.865 2.626 -1.331
H -3.306 -1.873 -2.009
C 3.120 -0.776 -0.496
C 2.578 -1.739 0.668
C 2.374 0.515 -0.893
C 4.680 -0.559 -0.377
H 2.942 -1.384 -1.378
H 3.195 -1.552 1.539
H 2.883 1.529 -0.836
H 1.944 0.342 -1.906
H 1.367 0.523 -0.468
H 5.242 -1.040 -1.280
H 5.054 0.491 -0.348
H 5.177 -1.019 0.419
H 2.652 -2.672 0.382
H 1.519 -1.570 0.821
```

=====

Which of them is the least stable? Correct choice: B.

=====

A | Computed, not measured: C8H10O as an isolated structure, with ωB97M-V/def2-TZVPD.

Results
HOMO-LUMO gap, eV: 9.0
Charge: 0

The geometry in XYZ format:
```
19
C8H10O (ωB97M-V/def2-TZVPD)
C 0.493 2.026 -2.294
C 1.435 1.334 -1.289
C 0.792 0.369 -0.349
C 1.523 -0.464 0.535
C 0.906 -1.370 1.408
C -0.600 -1.426 1.571
C -1.235 -0.703 0.624
C -0.648 0.211 -0.179
H -0.044 2.771 -1.764
H 1.121 2.518 -2.699
H -0.064 1.368 -2.846
H 2.170 1.178 -1.742
H 2.003 2.116 -0.575
H 2.743 -0.111 0.588
H 1.484 -1.840 1.905
H -0.842 -2.058 2.221
H -2.962 -0.079 -0.139
H -1.258 0.853 -0.960
O -2.544 -0.823 0.732
```

=====

B | Computed, not measured: C8H10O as an isolated structure, with ωB97M-V/def2-TZVPD.

Results
HOMO-LUMO gap, eV: 10.2
Charge: 0

The geometry in XYZ format:
```
19
C8H10O (ωB97M-V/def2-TZVPD)
C 1.347 0.604 -1.438
C -0.405 1.145 -0.251
C 0.546 0.451 0.742
C -0.339 -0.436 1.590
C -0.537 -1.874 1.343
C -1.345 -0.891 0.507
C -0.665 -0.312 -0.696
C 0.842 -0.445 -0.482
H 2.396 0.864 -1.200
H 1.397 0.370 -2.522
H -1.225 1.734 0.090
H 1.309 0.928 1.295
H -0.717 0.100 2.489
H 0.165 -2.524 0.833
H -1.093 -2.459 2.095
H -2.438 -0.797 0.681
H -1.169 -0.299 -1.665
H 1.401 -1.311 -0.424
O 0.414 1.743 -1.195
```

=====

Which of them is the least stable? Correct choice: A.

=====

A | Computed, not measured: a 2-piece molecular cluster, CHFINO2 overall, with ωB97M-V/def2-TZVPD.

Results
HOMO-LUMO gap, eV: 8.8
Charge: 0
SMILES string: O=C=NI.OF

The geometry in XYZ format:
```
7
CHFINO2 (ωB97M-V/def2-TZVPD)
C 1.590 -1.651 -0.233
N 2.675 -1.146 -0.497
O 0.640 -2.301 -0.208
O 0.290 0.502 -0.198
F 0.239 1.901 -0.617
I 4.008 0.274 0.086
H -0.574 0.210 -0.515
```

=====

B | Computed, not measured: the molecule CHFINO2, with ωB97M-V/def2-TZVPD.

Results
HOMO-LUMO gap (spin up / spin down), eV: 7.5 / 7.6
Charge: 0

The geometry in XYZ format:
```
7
CHFINO2 (ωB97M-V/def2-TZVPD)
C -0.528 0.336 0.070
N -0.169 -0.934 -0.549
O 0.864 -1.464 -0.184
O -0.949 -1.431 -1.328
F 1.740 2.191 0.250
I 0.721 0.814 1.521
H -1.679 0.487 0.221
```

=====

Which of them is the least stable? Correct choice: B.

=====

A | Computed, not measured: an isolated ion of composition C4H9N4O and charge +1, with ωB97M-V/def2-TZVPD.

Results
HOMO-LUMO gap (spin up / spin down), eV: 8.5 / 8.5
Charge: +1
SMILES string: C/[N+](N)=C/N=C\C(N)=O

The geometry in XYZ format:
```
18
C4H9N4O (ωB97M-V/def2-TZVPD)
C 0.755 -1.070 0.526
C -2.002 0.357 0.008
C -1.303 -0.831 -0.667
C 2.800 0.275 0.308
N -0.292 -1.459 -0.104
N 1.384 0.058 0.159
N -3.250 0.052 0.154
N 0.788 0.745 -0.795
O -1.393 1.327 0.401
H 1.160 -1.637 1.365
H -1.937 -1.358 -1.447
H 3.234 -0.719 0.858
H 3.185 0.524 -0.725
H 3.161 1.099 1.040
H -3.526 -0.894 -0.026
H -3.909 0.656 0.640
H 1.218 1.404 -1.397
H -0.074 1.472 -0.296
```

=====

B | Computed, not measured: C4H9N4O as an isolated structure, with ωB97M-V/def2-TZVPD.

Results
HOMO-LUMO gap, eV: 8.3
Charge: +1

The geometry in XYZ format:
```
18
C4H9N4O (ωB97M-V/def2-TZVPD)
C -0.377 1.384 -0.788
C 0.376 0.044 -2.448
C 0.255 -0.724 -1.050
C -0.587 -0.850 1.996
N -0.038 1.360 -2.054
N 0.678 -1.118 2.301
N -0.712 0.109 2.909
N -0.314 0.264 -0.188
O 0.620 -0.136 3.293
H 1.297 -0.105 -3.035
H -0.414 -0.335 -3.148
H -0.461 -1.565 -1.160
H 1.263 -0.684 -0.684
H -0.653 2.443 -0.367
H 0.033 2.236 -2.553
H 1.319 -1.884 2.222
H -0.896 1.094 3.087
H -1.391 -1.532 1.666
```

=====

Which of them is the least stable? Correct choice: B.

=====

A | Computed, not measured: a 3-piece molecular cluster, C2H10NO2 overall, with ωB97M-V/def2-TZVPD.

Results
HOMO-LUMO gap, eV: 10.2
Charge: +1

The geometry in XYZ format:
```
15
C2H10NO2 (ωB97M-V/def2-TZVPD)
C 0.216 0.722 1.516
C 0.346 1.572 -0.923
N 0.190 1.740 0.382
H 1.236 0.316 1.779
H -0.266 -0.315 1.214
H -0.070 1.251 2.333
H 0.832 0.636 -1.348
H 0.304 2.582 -1.583
H -0.176 2.571 0.804
H -0.066 -3.045 0.446
H 0.749 -2.838 -1.053
O 0.207 -2.502 -0.276
H -1.608 -0.943 -1.791
H -0.859 -1.196 -0.377
O -1.037 -0.552 -1.122
```

=====

B | Computed, not measured: a 3-piece molecular cluster, C2H10NO2 overall, with ωB97M-V/def2-TZVPD.

Results
HOMO-LUMO gap, eV: 11.4
Charge: +1

The geometry in XYZ format:
```
15
C2H10NO2 (ωB97M-V/def2-TZVPD)
C 1.382 1.366 0.390
C 1.160 2.677 0.342
N 0.276 0.396 0.277
H 2.212 1.012 0.981
H 1.896 3.278 0.862
H 0.288 3.138 -0.088
H 0.424 -0.618 0.199
H -0.335 0.649 -0.519
H -0.407 0.519 1.035
H -0.334 -4.127 0.583
H 1.036 -3.769 0.434
O 0.179 -3.329 0.484
H -2.401 -0.603 -2.395
H -3.108 -0.120 -1.123
O -2.269 -0.469 -1.462
```

=====

C | Computed, not measured: C2H10NO2 as an isolated structure, with ωB97M-V/def2-TZVPD.

Results
HOMO-LUMO gap, eV: 11.8
Charge: +1

The geometry in XYZ format:
```
15
C2H10NO2 (ωB97M-V/def2-TZVPD)
C -2.334 -0.062 -0.973
C -0.837 1.630 0.144
N -1.268 0.359 0.028
H -1.964 -0.167 -1.997
H -3.056 0.770 -1.007
H -2.735 -0.872 -0.481
H -1.509 2.448 -0.238
H -0.046 1.935 0.834
H -0.334 -0.558 0.320
H 3.703 -0.047 0.534
H 3.328 -0.396 -0.917
O 2.907 -0.157 -0.053
H 1.507 -0.878 0.688
H 0.920 -2.262 0.939
O 0.604 -1.329 0.816
```

=====

Which of them is the least stable? Correct choice: A.

=====

A | Computed, not measured: a 3-piece molecular cluster, C3H2I2O overall, with ωB97M-V/def2-TZVPD.

Results
HOMO-LUMO gap, eV: 9.7
Charge: 0

The geometry in XYZ format:
```
8
C3H2I2O (ωB97M-V/def2-TZVPD)
C -1.993 -1.605 -1.193
C -1.024 -0.934 -1.524
C 0.434 -0.651 2.039
O 0.959 -1.647 2.148
I 0.546 0.205 -2.083
I 2.050 3.604 0.082
H -2.916 -2.024 -1.073
H 1.944 3.053 1.603
```

=====

B | Computed, not measured: a 2-piece molecular cluster, C3H2I2O overall, with ωB97M-V/def2-TZVPD.

Results
HOMO-LUMO gap (spin up / spin down), eV: 7.0 / 7.4
Charge: 0

The geometry in XYZ format:
```
8
C3H2I2O (ωB97M-V/def2-TZVPD)
C -0.310 0.586 -1.268
C -0.318 -0.572 -0.699
C 0.425 -0.295 1.621
O 0.119 -0.987 2.502
I -0.634 -2.555 -1.030
I 1.078 1.720 2.010
H -0.457 0.662 -2.255
H 0.097 1.441 -0.880
```

=====

Which of them is the least stable? Correct choice: B.